(1)
{"formula": "C29H77FO27S8Si", "method": "ωB97M-V with the def2-TZVPD basis set", "species": ["C", "O", "C", "Si", "C", "O", "O", "C", "C", "F", "H", "H", "H", "H", "H", "H", "H", "H", "H", "H", "H", "H", "H", "O", "S", "O", "O", "C", "C", "C", "H", "H", "H", "H", "H", "H", "H", "H", "O", "S", "O", "O", "C", "C", "C", "H", "H", "H", "H", "H", "H", "H", "H", "O", "S", "O", "O", "C", "C", "C", "H", "H", "H", "H", "H", "H", "H", "H", "O", "S", "O", "O", "C", "C", "C", "H", "H", "H", "H", "H", "H", "H", "H", "O", "S", "O", "O", "C", "C", "C", "H", "H", "H", "H", "H", "H", "H", "H", "O", "S", "O", "O", "C", "C", "C", "H", "H", "H", "H", "H", "H", "H", "H", "O", "S", "O", "O", "C", "C", "C", "H", "H", "H", "H", "H", "H", "H", "H", "O", "S", "O", "O", "C", "C", "C", "H", "H", "H", "H", "H", "H", "H", "H"], "coordinates": [[3.6397, -4.8114, 2.8527], [3.8548, -4.2001, 1.5863], [2.7502, -4.4519, 0.6933], [1.3330, -3.1503, 0.8444], [-0.3502, -3.9735, 1.2435], [-0.3533, -4.4530, 2.6208], [-1.2010, -5.5781, 2.6575], [1.8029, -1.7208, 2.0270], [0.8566, -1.5698, 3.2856], [1.9274, -0.4681, 1.3436], [2.6887, -4.4566, 3.3453], [3.5970, -5.9363, 2.7965], [4.4782, -4.4730, 3.5208], [3.1790, -4.3456, -0.3466], [2.3602, -5.5070, 0.7496], [1.1768, -2.5436, -0.4979], [-0.4292, -4.8791, 0.5872], [-1.1798, -3.2538, 1.0519], [-0.5936, -6.3377, 2.7201], [2.8262, -1.9568, 2.4429], [1.1856, -0.7096, 3.9250], [-0.2316, -1.4972, 3.0103], [0.9638, -2.5358, 3.8580], [-0.7018, 3.8628, 4.7554], [-1.1082, 4.2398, 3.4280], [-2.3387, 3.7660, 2.8486], [0.0972, 3.9398, 2.4072], [0.6032, 2.5970, 2.3444], [-0.3605, 1.6587, 1.6435], [-1.0875, 6.0033, 3.3068], [0.8439, 2.2367, 3.3483], [1.5376, 2.6397, 1.7846], [-1.2896, 1.5491, 2.2067], [0.0767, 0.6693, 1.5311], [-0.6257, 2.0478, 0.6581], [-0.1487, 6.3791, 3.7110], [-1.9261, 6.3797, 3.8913], [-1.2056, 6.2869, 2.2634], [-1.2789, -2.3959, 6.6148], [-2.5903, -2.1664, 7.1566], [-3.7787, -2.5094, 6.4241], [-2.6971, -0.6320, 7.6411], [-2.4423, 0.4010, 6.6814], [-3.5760, 0.5400, 5.6824], [-2.6915, -2.9171, 8.7533], [-1.4898, 0.2208, 6.1759], [-2.3394, 1.3311, 7.2412], [-3.6737, -0.3542, 5.0651], [-3.4027, 1.3854, 5.0144], [-4.5283, 0.6796, 6.1975], [-1.8139, -2.6414, 9.3342], [-2.7206, -3.9954, 8.6043], [-3.6057, -2.5849, 9.2413], [3.3485, -3.7311, -4.2177], [4.6621, -4.3108, -4.1673], [5.1686, -4.9243, -2.9696], [5.7336, -3.2255, -4.6921], [5.7930, -1.9560, -4.0291], [6.4285, -2.0597, -2.6546], [4.8332, -5.4660, -5.4932], [4.7950, -1.5137, -3.9695], [6.3985, -1.3031, -4.6587], [5.8195, -2.6629, -1.9799], [6.5424, -1.0725, -2.2047], [7.4071, -2.5389, -2.7197], [4.4839, -5.0061, -6.4153], [4.2208, -6.3331, -5.2497], [5.8781, -5.7595, -5.5719], [-1.9625, 5.9216, -2.1234], [-3.2721, 6.1605, -1.5781], [-4.4625, 5.8354, -2.3165], [-3.3622, 7.6955, -1.0892], [-3.0911, 8.7291, -2.0439], [-4.2164, 8.8848, -3.0504], [-3.3843, 5.4031, 0.0136], [-2.1375, 8.5406, -2.5446], [-2.9815, 9.6553, -1.4787], [-4.3190, 7.9943, -3.6720], [-4.0300, 9.7315, -3.7125], [-5.1698, 9.0324, -2.5400], [-2.5065, 5.6652, 0.5977], [-3.4253, 4.3255, -0.1372], [-4.2954, 5.7427, 0.5020], [-2.2123, -3.2252, -0.8627], [-3.2906, -3.4413, -1.7890], [-3.5024, -4.7266, -2.4026], [-3.2321, -2.3119, -2.9339], [-2.0233, -2.1737, -3.6999], [-1.8387, -3.3110, -4.6872], [-4.8070, -2.9315, -1.0400], [-1.1614, -2.0870, -3.0330], [-2.1061, -1.2326, -4.2445], [-1.6972, -4.2634, -4.1763], [-0.9638, -3.1403, -5.3151], [-2.7212, -3.4142, -5.3220], [-4.6727, -1.9476, -0.5956], [-5.0518, -3.6619, -0.2697], [-5.5866, -2.9167, -1.7990], [2.5240, 7.7634, 4.7564], [3.7021, 6.9444, 4.8543], [3.9833, 5.9164, 3.8901], [3.7728, 6.3081, 6.3340], [2.6569, 5.5316, 6.7871], [2.5871, 4.1806, 6.1017], [5.1232, 7.9865, 4.9836], [1.7275, 6.0908, 6.6498], [2.7905, 5.3866, 7.8597], [2.3982, 4.2890, 5.0329], [1.7831, 3.5733, 6.5192], [3.5325, 3.6452, 6.2087], [4.9382, 8.7520, 5.7343], [5.2796, 8.4456, 4.0087], [5.9840, 7.3761, 5.2490], [0.1257, 2.6113, -7.4613], [0.5838, 3.9590, -7.2628], [1.6823, 4.2582, -6.3853], [-0.6738, 4.8851, -6.8650], [-1.4551, 4.5183, -5.7172], [-0.7268, 4.7921, -4.4150], [0.9183, 4.6928, -8.8355], [-1.7571, 3.4697, -5.7866], [-2.3646, 5.1194, -5.7543], [0.1620, 4.1655, -4.3192], [-1.3664, 4.5876, -3.5661], [-0.3947, 5.8303, -4.3714], [0.0810, 4.5031, -9.5038], [1.8231, 4.2289, -9.2250], [1.0777, 5.7605, -8.6990], [-0.8007, -6.5505, -3.9375], [-0.9954, -7.5178, -2.8912], [0.1208, -8.1084, -2.2004], [-1.9475, -8.6983, -3.4462], [-1.5403, -9.4001, -4.6252], [-0.3758, -10.3363, -4.3577], [-2.1120, -6.8615, -1.6921], [-1.3014, -8.6917, -5.4232], [-2.4019, -9.9811, -4.9563], [0.5212, -9.7832, -4.0761], [-0.1381, -10.9236, -5.2461], [-0.6089, -11.0124, -3.5332], [-2.9788, -6.4406, -2.1982], [-1.5841, -6.0824, -1.1444], [-2.4037, -7.6605, -1.0113]], "e_above_lowest_ev": 1.554, "energy_ev": -183873.4126, "smiles": "COC[Si@@H](COO)[C@H](C)F.CCOS(C)(=O)=O.CCOS(C)(=O)=O.CCOS(C)(=O)=O.CCOS(C)(=O)=O.CCOS(C)(=O)=O.CCOS(C)(=O)=O.CCOS(C)(=O)=O.CCOS(C)(=O)=O", "orbital_gap_ev": 9.42}

=====

(2)
{"formula": "C5H11NO2", "method": "ωB97M-V with the def2-TZVPD basis set", "species": ["C", "C", "C", "N", "C", "C", "O", "O", "H", "H", "H", "H", "H", "H", "H", "H", "H", "H", "H"], "coordinates": [[-0.6890, -0.2120, -0.0213], [-2.2627, 0.5049, 1.1123], [-0.9728, 0.2302, -1.4237], [0.1186, 0.4146, 0.8495], [1.6674, -0.5165, -0.1504], [2.1074, -1.6938, 0.2878], [0.2671, 1.7589, 0.5804], [2.3610, 0.3198, -0.9673], [0.9258, 2.0388, 1.2301], [3.2879, 0.0342, -1.0461], [-0.7984, -1.2612, 0.2177], [-3.0282, -0.1636, 0.7323], [-2.0794, 0.3935, 2.1738], [-2.3810, 1.5319, 0.7886], [-0.9195, 1.3122, -1.5111], [-0.2223, -0.2022, -2.0870], [-1.9686, -0.1031, -1.7155], [1.4927, -2.3116, 0.9243], [3.0941, -2.0752, 0.0255]], "e_above_lowest_ev": 7.801, "energy_ev": -10941.4655, "orbital_gap_ev": 7.93}

=====

E_HOMO values (in eV) by entry order: -9.06 -7.48.